Record 1
DFT (ωB97M-V/def2-TZVPD) results for a molecular structure, C5H8N2O in a non-equilibrium geometry.

The geometry in XYZ format:
```
16
Properties=species:S:1:pos:R:3
C -0.230 1.320 -0.296
C -0.719 -0.384 1.595
C 0.312 -1.275 -1.066
C 0.550 -0.371 0.140
O -1.490 1.285 -0.829
N 0.363 -1.070 1.388
C 1.909 0.150 0.176
N 2.954 0.628 0.155
H -2.155 1.138 -0.146
H 0.439 1.602 -1.103
H -0.095 1.980 0.561
H -0.903 -0.028 2.612
H -1.675 -0.277 1.067
H 0.077 -2.298 -0.784
H -0.500 -1.001 -1.740
H 1.165 -1.397 -1.731
```

charge: 0
highest occupied orbital energy: -9.4 eV
gap between HOMO and LUMO: 9.4 eV
LUMO energy: 0.00 eV
spin multiplicity: 1
ΔE to the lowest compared entry with this formula, charge and spin: 503.1 kJ/mol
calculated total energy: -379.89656 hartree

Here are the natural (NBO) charges for atoms 1 to 8, given in e: atom 1 (C): -0.031, atom 2 (C): 0.011, atom 3 (C): -0.652, atom 4 (C): -0.039, atom 5 (O): -0.689, atom 6 (N): -0.406, atom 7 (C): 0.279, atom 8 (N): -0.317

***

Record 2
DFT (ωB97M-V/def2-TZVPD) results for a single C5H8N2O molecule in a non-equilibrium geometry.

The geometry in XYZ format:
```
16
Properties=species:S:1:pos:R:3
C -0.982 0.669 0.831
C 0.471 0.406 0.138
C 0.374 -0.490 -1.033
C -1.326 0.338 2.221
C 1.618 -1.096 -1.634
N -1.728 1.200 -0.035
N 0.261 0.960 -1.176
O -1.096 1.427 -1.209
H 1.380 0.592 0.680
H -0.546 -1.058 -1.144
H -0.779 0.990 2.900
H -1.054 -0.691 2.447
H -2.393 0.484 2.369
H 1.406 -2.081 -2.037
H 2.404 -1.188 -0.884
H 1.990 -0.460 -2.433
```

charge: 0
highest occupied orbital energy: -8.9 eV
gap between HOMO and LUMO: 9.9 eV
LUMO energy: 0.95 eV
spin multiplicity: 1
SMILES string: CC1=NON2[C@@H](C)[C@H]12
ΔE to the lowest compared entry with this formula, charge and spin: 417.6 kJ/mol
calculated total energy: -379.92912 hartree

Here are the natural (NBO) charges for atoms 1 to 8, given in e: atom 1 (C): 0.205, atom 2 (C): -0.160, atom 3 (C): -0.107, atom 4 (C): -0.657, atom 5 (C): -0.623, atom 6 (N): -0.105, atom 7 (N): -0.127, atom 8 (O): -0.218

***

Record 3
DFT (ωB97M-V/def2-TZVPD) results for a single C5H8N2O molecule in a non-equilibrium geometry.

The geometry in XYZ format:
```
16
Properties=species:S:1:pos:R:3
C -0.793 -1.315 -0.207
C -1.384 1.480 0.012
C 0.080 1.976 0.276
C 0.622 0.641 -0.429
C 1.585 -0.244 0.417
H -2.459 -1.215 0.828
H 0.050 -1.904 -0.517
H -2.031 1.903 -0.681
H -1.784 1.166 0.990
H 0.714 2.759 -0.420
H 0.268 1.927 1.492
H 1.058 0.681 -1.399
H 0.958 -0.354 1.357
N -1.906 -1.930 0.192
N -0.677 0.145 -0.460
O 2.582 -0.962 -0.023
```

charge: 0
highest occupied orbital energy: -8.9 eV
gap between HOMO and LUMO: 8.9 eV
LUMO energy: -0.06 eV
spin multiplicity: 1
SMILES string: [H]/N=C\N1CC[C@H]1C=O
ΔE to the lowest compared entry with this formula, charge and spin: 506.1 kJ/mol
calculated total energy: -379.89543 hartree

Here are the natural (NBO) charges for atoms 1 to 8, given in e: atom 1 (C): 0.258, atom 2 (C): -0.198, atom 3 (C): -0.424, atom 4 (C): -0.152, atom 5 (C): 0.407, atom 6 (H): 0.324, atom 7 (H): 0.199, atom 8 (H): 0.217

***

Record 4
DFT (ωB97M-V/def2-TZVPD) results for a single C5H8N2O molecule in a non-equilibrium geometry.

The geometry in XYZ format:
```
16
Properties=species:S:1:pos:R:3
C -1.035 0.893 -1.511
C -0.394 -1.788 1.026
C 0.965 -1.065 0.967
C -0.973 -0.461 0.558
C -0.126 2.077 -1.686
N -0.527 -0.144 -0.751
N 0.318 0.223 0.672
O -2.098 0.755 -2.066
H -0.540 -2.630 0.355
H -0.708 -2.042 2.033
H 1.491 -0.991 1.919
H 1.656 -1.385 0.188
H -1.909 -0.040 0.912
H 0.634 1.838 -2.427
H 0.366 2.309 -0.745
H -0.710 2.917 -2.046
```

charge: 0
highest occupied orbital energy: -10.0 eV
gap between HOMO and LUMO: 11.0 eV
LUMO energy: 1.02 eV
spin multiplicity: 1
SMILES string: CC(=O)N1[C@H]2CCN21
ΔE to the lowest compared entry with this formula, charge and spin: 322.6 kJ/mol
calculated total energy: -379.96531 hartree

Here are the natural (NBO) charges for atoms 1 to 8, given in e: atom 1 (C): 0.677, atom 2 (C): -0.434, atom 3 (C): -0.247, atom 4 (C): 0.080, atom 5 (C): -0.722, atom 6 (N): -0.344, atom 7 (N): -0.241, atom 8 (O): -0.549

***

Record 5
DFT (ωB97M-V/def2-TZVPD) results for a single C5H8N2O2 molecule in a non-equilibrium geometry.

The geometry in XYZ format:
```
17
Properties=species:S:1:pos:R:3
C 1.371 -0.210 0.030
C 1.609 -1.209 -1.099
C -1.257 -0.413 0.242
C -0.288 1.424 1.237
C 0.094 0.607 -0.154
O -2.429 0.162 -0.092
N -0.796 1.757 2.250
N -0.063 1.225 -1.305
O -1.132 -1.548 0.600
H -3.122 -0.517 -0.085
H -1.613 1.533 2.799
H -0.909 1.789 -1.354
H 1.328 -0.728 0.991
H 2.192 0.510 0.070
H 2.560 -1.720 -0.944
H 0.820 -1.961 -1.126
H 1.634 -0.699 -2.061
```

charge: 0
highest occupied orbital energy (spin up / spin down): -7.6 / -7.6 eV
gap between HOMO and LUMO (spin up / spin down): 7.2 / 7.2 eV
LUMO energy (spin up / spin down): -0.45 / -0.45 eV
spin multiplicity: 1
ΔE to the lowest compared entry with this formula, charge and spin: 476.6 kJ/mol
calculated total energy: -455.17696 hartree

Here are the natural (NBO) charges for atoms 1 to 8, given in e: atom 1 (C): -0.421, atom 2 (C): -0.602, atom 3 (C): 0.752, atom 4 (C): 0.544, atom 5 (C): 0.076, atom 6 (O): -0.698, atom 7 (N): -0.598, atom 8 (N): -0.825

***

Record 6
DFT (ωB97M-V/def2-TZVPD) results for 2 unconnected molecules or ions with the total composition C5H8N2O2 in a non-equilibrium geometry.

The geometry in XYZ format:
```
17
Properties=species:S:1:pos:R:3
C -1.146 1.571 0.743
C -0.465 -1.487 -0.305
C -0.230 2.106 -0.072
C 0.773 -0.563 -0.553
O -0.909 1.046 1.957
O -0.082 -2.833 -0.205
N 1.290 -0.317 -1.685
C 1.578 -0.389 0.619
N 2.132 -0.166 1.599
H 0.025 1.137 2.196
H 0.303 -3.123 -1.040
H -2.178 1.433 0.451
H 0.801 -0.723 -2.481
H -0.943 -1.236 0.649
H -1.178 -1.331 -1.131
H -0.523 2.504 -1.028
H 0.752 2.374 0.287
```

charge: 0
highest occupied orbital energy: -9.3 eV
gap between HOMO and LUMO: 9.2 eV
LUMO energy: -0.13 eV
spin multiplicity: 1
SMILES string: [H]/N=C(/C#N)CO.C=CO
ΔE to the lowest compared entry with this formula, charge and spin: 335.0 kJ/mol
calculated total energy: -455.23089 hartree

Here are the natural (NBO) charges for atoms 1 to 8, given in e: atom 1 (C): 0.154, atom 2 (C): -0.114, atom 3 (C): -0.551, atom 4 (C): 0.173, atom 5 (O): -0.681, atom 6 (O): -0.690, atom 7 (N): -0.539, atom 8 (C): 0.243

***

Record 7
DFT (ωB97M-V/def2-TZVPD) results for 2 unconnected molecules or ions with the total composition C5H8N2O3 in a non-equilibrium geometry.

The geometry in XYZ format:
```
18
Properties=species:S:1:pos:R:3
C 0.074 -3.602 -0.978
C -1.395 1.549 1.152
C -0.413 2.526 1.583
C 0.634 2.693 0.781
C 0.387 0.695 -0.586
H 1.009 -1.977 -0.304
H -0.334 -3.982 -1.968
H 0.974 -4.261 -0.905
H -0.674 -3.868 -0.141
H -1.401 -0.198 0.046
H -0.560 3.216 2.454
H 1.406 3.373 1.010
H 1.655 2.294 -0.915
N -0.826 0.559 0.213
N 0.950 1.857 -0.243
O 0.416 -2.270 -1.075
O -2.626 1.385 1.428
O 0.724 0.009 -1.554
```

charge: 0
highest occupied orbital energy: -9.8 eV
gap between HOMO and LUMO: 10.1 eV
LUMO energy: 0.33 eV
spin multiplicity: 1
SMILES string: O=c1cc[nH]c(=O)[nH]1.CO
ΔE to the lowest compared entry with this formula, charge and spin: 132.3 kJ/mol
calculated total energy: -530.52693 hartree

Here are the natural (NBO) charges for atoms 1 to 8, given in e: atom 1 (C): -0.250, atom 2 (C): 0.641, atom 3 (C): -0.384, atom 4 (C): 0.074, atom 5 (C): 0.774, atom 6 (H): 0.467, atom 7 (H): 0.180, atom 8 (H): 0.155

***

Record 8
DFT (ωB97M-V/def2-TZVPD) results for a single C5H8N2S molecule in a non-equilibrium geometry.

The geometry in XYZ format:
```
16
Properties=species:S:1:pos:R:3
C 3.313 0.527 -0.279
C 0.880 0.074 0.271
C -2.001 -0.786 0.346
C -2.491 0.520 -0.209
C -2.793 1.708 -0.557
H 3.569 1.753 -0.482
H 4.082 -0.194 -0.765
H 3.530 0.147 0.852
H 1.640 0.039 -1.658
H 1.321 1.469 1.616
H -2.133 -0.637 1.548
H -2.799 -1.684 0.226
H -3.362 2.640 -0.940
N 1.971 0.036 -0.595
N 0.635 0.706 1.368
S -0.346 -1.312 -0.203
```

charge: 0
highest occupied orbital energy: -9.0 eV
gap between HOMO and LUMO: 9.7 eV
LUMO energy: 0.75 eV
spin multiplicity: 1
SMILES string: [H]/N=C(\NC)SCC#C
ΔE to the lowest compared entry with this formula, charge and spin: 470.8 kJ/mol
calculated total energy: -702.85072 hartree

Here are the natural (NBO) charges for atoms 1 to 8, given in e: atom 1 (C): -0.447, atom 2 (C): 0.370, atom 3 (C): -0.654, atom 4 (C): -0.025, atom 5 (C): -0.269, atom 6 (H): 0.205, atom 7 (H): 0.224, atom 8 (H): 0.224